Molecular formula: C51H115N6O
Method: DFT, ωB97M-V/def2-TZVPD

As for the net charge: +4. The highest occupied orbital energy (spin up / spin down) is -9.37 / -14.11 eV. The spin multiplicity is 2. The calculation puts the gap between HOMO and LUMO (spin up / spin down) at 2.228 / 6.892 eV.

Atoms and positions in Å:
1 C -9.439 -11.297 -2.809
2 C -9.093 -11.462 -4.319
3 C -7.647 -11.387 -4.620
4 O -9.817 -12.468 -4.875
5 H -8.972 -12.020 -2.140
6 H -10.475 -11.155 -2.502
7 H -8.971 -10.334 -2.605
8 H -9.533 -10.618 -4.851
9 H -7.421 -11.154 -5.660
10 H -7.111 -12.262 -4.251
11 H -7.139 -10.554 -4.134
12 C -7.457 -15.792 -4.367
13 C -8.517 -15.750 -5.545
14 C -7.859 -14.971 -6.760
15 N -8.534 -15.104 -8.133
16 C -9.907 -14.359 -8.194
17 C -8.639 -16.624 -8.557
18 C -8.682 -16.543 -10.060
19 C -7.489 -15.508 -10.313
20 C -7.622 -14.521 -9.236
21 H -7.795 -16.494 -3.605
22 H -7.176 -14.905 -3.799
23 H -6.435 -16.043 -4.649
24 H -9.509 -15.456 -5.202
25 H -8.656 -16.804 -5.789
26 H -6.912 -15.508 -6.826
27 H -7.802 -13.903 -6.554
28 H -10.072 -14.271 -9.267
29 H -9.853 -13.378 -7.721
30 H -10.612 -15.010 -7.677
31 H -9.508 -17.022 -8.033
32 H -7.825 -17.238 -8.171
33 H -9.532 -16.137 -10.608
34 H -8.448 -17.469 -10.585
35 H -7.440 -14.940 -11.242
36 H -6.605 -16.138 -10.220
37 H -7.988 -13.576 -9.636
38 H -6.612 -14.480 -8.830
39 C -0.009 -14.869 -2.892
40 C -1.325 -14.056 -2.718
41 C -2.547 -14.868 -2.334
42 N -3.808 -14.134 -1.921
43 C -4.306 -13.392 -3.180
44 C -3.558 -13.055 -0.799
45 C -4.912 -12.931 -0.058
46 C -5.748 -13.985 -0.431
47 C -4.923 -15.021 -1.280
48 H -0.048 -15.686 -3.612
49 H 0.240 -15.311 -1.927
50 H 0.794 -14.165 -3.113
51 H -1.544 -13.479 -3.617
52 H -1.069 -13.245 -2.037
53 H -2.304 -15.381 -1.404
54 H -2.825 -15.663 -3.027
55 H -5.346 -13.201 -2.915
56 H -4.226 -14.099 -4.005
57 H -3.809 -12.487 -3.529
58 H -3.292 -12.090 -1.231
59 H -2.878 -13.516 -0.083
60 H -5.270 -11.910 -0.187
61 H -4.744 -12.857 1.016
62 H -6.536 -13.503 -1.009
63 H -6.176 -14.444 0.460
64 H -5.347 -15.597 -2.102
65 H -4.601 -15.726 -0.514
66 C -16.204 -8.630 -6.256
67 C -15.344 -9.790 -6.760
68 C -13.923 -9.299 -7.316
69 N -12.998 -10.453 -7.832
70 C -12.410 -11.230 -6.592
71 C -13.746 -11.260 -8.857
72 C -12.629 -11.952 -9.738
73 C -11.420 -11.039 -9.553
74 C -11.784 -9.901 -8.527
75 H -16.082 -7.716 -6.836
76 H -16.189 -8.410 -5.188
77 H -17.250 -8.889 -6.420
78 H -15.874 -10.438 -7.458
79 H -15.194 -10.461 -5.915
80 H -13.284 -8.875 -6.540
81 H -14.123 -8.624 -8.148
82 H -13.221 -11.537 -5.931
83 H -11.813 -10.491 -6.058
84 H -11.841 -12.068 -6.996
85 H -14.192 -12.007 -8.201
86 H -14.499 -10.718 -9.429
87 H -12.404 -12.936 -9.329
88 H -13.183 -12.009 -10.676
89 H -10.612 -11.718 -9.283
90 H -11.129 -10.533 -10.474
91 H -11.087 -9.330 -7.914
92 H -12.205 -9.101 -9.136
93 C -5.296 -4.251 -8.547
94 C -5.478 -5.353 -7.438
95 C -6.628 -6.382 -7.666
96 N -6.963 -7.410 -6.563
97 C -5.828 -8.483 -6.589
98 C -8.322 -8.075 -7.000
99 C -9.326 -7.687 -5.926
100 C -8.523 -7.372 -4.642
101 C -7.194 -6.834 -5.160
102 H -6.275 -3.774 -8.591
103 H -5.120 -4.645 -9.549
104 H -4.461 -3.591 -8.313
105 H -5.502 -4.944 -6.428
106 H -4.663 -6.076 -7.406
107 H -6.575 -6.940 -8.601
108 H -7.496 -5.728 -7.749
109 H -5.891 -8.942 -7.576
110 H -6.132 -8.955 -5.654
111 H -4.949 -7.851 -6.461
112 H -8.017 -9.120 -6.971
113 H -8.572 -7.846 -8.036
114 H -10.117 -8.430 -5.818
115 H -9.847 -6.754 -6.142
116 H -8.525 -8.233 -3.974
117 H -9.073 -6.634 -4.057
118 H -6.249 -6.899 -4.621
119 H -7.359 -5.776 -5.363
120 C -7.748 -11.858 4.172
121 C -7.364 -10.994 2.918
122 C -8.715 -10.320 2.480
123 N -8.572 -8.947 1.653
124 C -8.410 -7.677 2.541
125 C -9.666 -8.744 0.651
126 C -9.044 -8.123 -0.550
127 C -7.553 -8.207 -0.471
128 C -7.367 -9.229 0.654
129 H -6.930 -12.482 4.534
130 H -8.482 -12.655 4.055
131 H -8.041 -11.161 4.957
132 H -7.197 -11.752 2.152
133 H -6.668 -10.177 3.106
134 H -9.343 -10.137 3.352
135 H -9.257 -11.076 1.910
136 H -7.942 -6.873 1.974
137 H -7.760 -7.931 3.379
138 H -9.403 -7.376 2.874
139 H -10.517 -8.213 1.077
140 H -10.178 -9.678 0.418
141 H -9.339 -7.080 -0.661
142 H -9.433 -8.521 -1.487
143 H -7.149 -7.250 -0.140
144 H -7.046 -8.563 -1.368
145 H -6.528 -9.158 1.346
146 H -7.423 -10.167 0.102
147 C -9.096 -15.244 -0.782
148 C -10.322 -15.752 -1.294
149 C -10.999 -14.779 -2.317
150 N -12.280 -15.270 -3.026
151 C -11.980 -16.698 -3.724
152 C -12.773 -14.396 -4.205
153 C -13.630 -13.226 -3.621
154 C -14.111 -13.828 -2.260
155 C -13.518 -15.300 -2.141
156 H -8.405 -14.956 -1.573
157 H -8.726 -16.040 -0.135
158 H -9.262 -14.326 -0.219
159 H -11.024 -15.821 -0.463
160 H -10.114 -16.701 -1.788
161 H -10.417 -14.356 -3.135
162 H -11.445 -13.980 -1.724
163 H -11.154 -16.505 -4.408
164 H -12.897 -16.992 -4.234
165 H -11.791 -17.401 -2.913
166 H -13.500 -14.987 -4.761
167 H -11.936 -14.250 -4.887
168 H -14.587 -13.050 -4.111
169 H -13.046 -12.308 -3.703
170 H -15.172 -14.009 -2.430
171 H -14.051 -13.118 -1.435
172 H -14.240 -16.019 -2.529
173 H -13.025 -15.728 -1.269

Molecular formula: C51H119N3O3
Method: DFT, ωB97M-V/def2-TZVPD

The SMILES is CNC(C)=O.CNC(C)=O.CNC(C)=O.CCCCCC.CCCCCC.CCCCCC.CCCCCC.CCCCCC.CCCCCC.CCCCCC. The highest occupied orbital energy is -9.01 eV. The calculation puts the gap between HOMO and LUMO at 9.450 eV.

Atoms and positions in Å:
1 C 4.253 -23.500 28.678
2 N 5.308 -22.812 27.851
3 C 5.287 -21.458 27.568
4 C 6.363 -20.973 26.644
5 O 4.460 -20.675 28.078
6 H 3.342 -23.772 28.117
7 H 4.091 -22.870 29.566
8 H 4.708 -24.419 28.919
9 H 5.762 -23.357 27.136
10 H 6.538 -19.909 26.957
11 H 6.022 -20.978 25.623
12 H 7.352 -21.519 26.750
13 C 4.731 -24.560 22.433
14 N 4.901 -24.933 23.814
15 C 5.785 -24.467 24.712
16 C 6.993 -23.714 24.245
17 O 5.606 -24.816 25.920
18 H 5.027 -25.279 21.651
19 H 5.122 -23.532 22.166
20 H 3.661 -24.473 22.232
21 H 4.275 -25.715 24.147
22 H 7.915 -24.091 24.717
23 H 6.885 -22.688 24.425
24 H 7.069 -23.886 23.178
25 C 2.530 -21.859 25.480
26 N 2.909 -20.757 24.586
27 C 3.940 -20.815 23.752
28 C 4.189 -19.675 22.821
29 O 4.728 -21.742 23.687
30 H 1.436 -22.030 25.442
31 H 2.786 -21.560 26.566
32 H 3.120 -22.752 25.207
33 H 2.272 -19.938 24.654
34 H 4.167 -20.068 21.813
35 H 5.187 -19.272 23.019
36 H 3.453 -18.898 22.942
37 C 7.894 -18.727 16.221
38 C 9.414 -18.894 16.096
39 C 9.974 -18.746 14.706
40 C 11.471 -18.597 14.640
41 C 11.882 -18.007 13.248
42 C 13.411 -18.105 12.976
43 H 7.618 -19.319 17.108
44 H 7.319 -18.998 15.340
45 H 7.798 -17.656 16.400
46 H 9.822 -18.071 16.761
47 H 9.801 -19.806 16.601
48 H 9.506 -17.854 14.261
49 H 9.609 -19.547 14.031
50 H 11.888 -17.972 15.433
51 H 12.022 -19.526 14.796
52 H 11.369 -18.616 12.466
53 H 11.649 -16.908 13.200
54 H 13.954 -17.300 13.393
55 H 13.709 -19.055 13.390
56 H 13.556 -18.061 11.825
57 C 7.628 -27.557 27.018
58 C 6.634 -27.865 25.928
59 C 7.168 -27.620 24.543
60 C 8.379 -28.432 24.144
61 C 8.915 -28.167 22.762
62 C 10.075 -29.084 22.358
63 H 7.104 -27.536 27.962
64 H 8.133 -26.628 26.922
65 H 8.497 -28.241 27.055
66 H 6.308 -28.917 26.067
67 H 5.712 -27.307 26.051
68 H 7.515 -26.622 24.405
69 H 6.348 -27.641 23.772
70 H 9.164 -28.308 24.852
71 H 8.172 -29.535 24.188
72 H 8.140 -28.231 21.987
73 H 9.227 -27.113 22.750
74 H 11.062 -28.897 22.881
75 H 9.945 -30.141 22.540
76 H 10.205 -28.946 21.234
77 C 7.890 -14.022 19.399
78 C 6.374 -14.136 19.604
79 C 5.964 -15.115 20.785
80 C 4.448 -14.916 21.096
81 C 3.929 -15.782 22.255
82 C 2.483 -15.327 22.694
83 H 8.250 -13.480 18.535
84 H 8.332 -14.966 19.208
85 H 8.297 -13.597 20.295
86 H 5.855 -13.223 19.877
87 H 5.791 -14.526 18.775
88 H 6.637 -15.059 21.679
89 H 6.102 -16.219 20.607
90 H 4.330 -13.836 21.306
91 H 3.816 -15.150 20.228
92 H 3.821 -16.843 22.005
93 H 4.614 -15.666 23.153
94 H 1.780 -15.537 21.917
95 H 2.166 -16.010 23.513
96 H 2.505 -14.297 22.962
97 C 10.989 -21.144 27.832
98 C 10.307 -19.998 28.643
99 C 9.132 -20.663 29.428
100 C 8.232 -19.717 30.257
101 C 7.672 -18.523 29.429
102 C 6.432 -17.867 29.981
103 H 11.640 -21.706 28.469
104 H 11.479 -20.809 26.916
105 H 10.199 -21.807 27.479
106 H 10.971 -19.528 29.343
107 H 9.940 -19.312 27.945
108 H 9.587 -21.446 30.068
109 H 8.426 -21.111 28.765
110 H 7.370 -20.295 30.569
111 H 8.754 -19.238 31.114
112 H 8.482 -17.777 29.314
113 H 7.484 -18.894 28.443
114 H 5.526 -18.480 29.861
115 H 6.567 -17.631 31.014
116 H 6.367 -16.842 29.472
117 C 12.320 -11.835 27.406
118 C 11.493 -13.019 27.752
119 C 10.713 -13.645 26.621
120 C 9.850 -14.851 26.998
121 C 8.792 -15.176 25.923
122 C 7.801 -16.334 26.182
123 H 12.927 -12.049 26.535
124 H 13.069 -11.585 28.213
125 H 11.760 -10.944 27.156
126 H 12.132 -13.800 28.200
127 H 10.710 -12.830 28.535
128 H 11.347 -13.960 25.729
129 H 10.004 -12.907 26.224
130 H 10.433 -15.709 27.210
131 H 9.236 -14.541 27.901
132 H 8.282 -14.245 25.795
133 H 9.367 -15.393 24.991
134 H 7.159 -15.961 27.020
135 H 7.169 -16.526 25.299
136 H 8.292 -17.231 26.593
137 C 13.279 -21.555 19.631
138 C 13.111 -20.091 19.541
139 C 13.237 -19.350 20.839
140 C 14.681 -19.279 21.280
141 C 14.866 -18.653 22.660
142 C 16.319 -18.020 22.791
143 H 12.641 -21.938 20.476
144 H 14.304 -21.893 19.740
145 H 12.980 -22.028 18.735
146 H 13.792 -19.626 18.845
147 H 12.112 -19.986 19.138
148 H 12.489 -19.741 21.535
149 H 12.872 -18.287 20.707
150 H 15.197 -20.265 21.323
151 H 15.298 -18.612 20.589
152 H 14.068 -17.914 22.875
153 H 14.862 -19.378 23.430
154 H 16.460 -17.746 23.854
155 H 17.079 -18.826 22.627
156 H 16.463 -17.278 21.949
157 C 8.896 -16.960 22.013
158 C 9.114 -18.093 20.929
159 C 9.028 -19.429 21.656
160 C 9.221 -20.652 20.745
161 C 9.120 -21.991 21.477
162 C 9.462 -23.053 20.462
163 H 9.112 -15.985 21.559
164 H 9.543 -17.080 22.860
165 H 7.864 -17.042 22.375
166 H 8.312 -17.864 20.237
167 H 10.032 -17.980 20.420
168 H 8.119 -19.603 22.246
169 H 9.902 -19.474 22.300
170 H 8.658 -20.601 19.789
171 H 10.278 -20.449 20.454
172 H 9.810 -21.902 22.316
173 H 8.098 -22.231 21.909
174 H 9.426 -24.134 20.676
175 H 8.782 -23.021 19.602
176 H 10.465 -22.856 20.079